(1)
Molecular formula: C6H15N
Method: DFT, the ωB97M-V functional and the def2-TZVPD basis

Structure (XYZ):
```
22
Properties=species:S:1:pos:R:3:forces:R:3:nbo_charge:R:1
C -1.2298 0.1181 -2.9296 -0.2 -0.6 0.3 -0.61
C -1.5949 0.7883 -1.6255 0.2 0.5 1.9 -0.21
N -0.8271 0.1605 -0.5396 -0.4 -0.9 -0.5 -0.66
C -0.1909 0.6933 0.6397 0.6 0.9 -1.4 -0.20
C 0.5122 -0.4229 1.3782 1.1 -0.9 1.3 -0.21
C 1.5342 -1.2894 0.5851 -0.6 1.6 -0.9 -0.60
C 1.2357 0.2016 2.6175 -0.8 -0.1 -1.3 -0.60
H -0.2780 0.5098 -3.2791 -0.2 0.1 -0.4 0.21
H -1.0453 -0.9408 -2.7340 0.0 0.0 0.1 0.20
H -2.0495 0.1153 -3.6476 0.3 0.5 -0.3 0.21
H -2.6539 0.7218 -1.3433 -0.1 0.0 -0.6 0.17
H -1.3749 1.8589 -1.6024 0.1 0.0 -0.3 0.19
H -1.1482 -0.7880 -0.4351 0.0 -0.1 0.3 0.35
H -0.7398 1.3345 1.3554 -0.6 -0.6 -0.1 0.17
H 0.5340 1.4212 0.2231 0.3 -0.3 0.4 0.17
H -0.1989 -1.2056 1.6654 -0.5 0.5 0.5 0.19
H 2.0678 -0.6229 -0.1033 0.1 -0.2 0.0 0.20
H 0.9744 -2.0013 -0.0174 0.3 -0.2 -0.1 0.21
H 2.2692 -1.7813 1.2101 -0.1 -0.2 0.3 0.21
H 1.9000 -0.5236 3.0717 0.2 0.1 0.2 0.21
H 1.7635 1.0428 2.1652 0.5 0.0 0.5 0.20
H 0.5403 0.6098 3.3457 -0.1 -0.1 0.1 0.21
```
Forces are in eV/Å.

Calculated values
Calculated total energy in Eh: -292.3255
ΔE to the lowest compared entry with this formula, charge and spin in kJ/mol: 114.4
Strongest force on any atom in eV Å⁻¹: 2.0
Total charge: 0


(2)
Molecular formula: C6H15N
Method: DFT, the ωB97M-V functional and the def2-TZVPD basis

Structure (XYZ):
```
22
Properties=species:S:1:pos:R:3:forces:R:3:nbo_charge:R:1
C -0.6676 -2.0118 -2.3303 0.1 -0.3 -0.6 -0.48
N -0.5217 -0.7599 -1.6779 0.4 0.2 0.5 -0.10
C 0.0245 -0.6158 -0.3497 -0.4 0.4 0.4 -0.10
C -0.3921 0.7378 0.2259 0.2 -0.1 0.5 -0.42
C 0.0661 0.9478 1.6745 0.9 0.7 -0.5 -0.40
C -0.4498 2.2719 2.2663 -0.8 -0.9 -0.4 -0.61
C 1.5476 -0.8064 -0.3626 0.5 -0.5 0.2 -0.62
H -0.1144 -1.9749 -3.2763 -0.2 0.0 -0.1 0.27
H -1.7244 -2.1808 -2.5499 -0.1 0.1 -0.2 0.28
H -0.2915 -2.8593 -1.7654 0.1 0.3 0.4 0.25
H -0.7820 0.1081 -2.1583 0.0 -0.4 -0.1 0.42
H -0.4106 -1.4332 0.2303 0.0 -0.2 0.0 0.24
H 0.1273 1.4989 -0.3606 -0.3 0.2 -0.2 0.21
H -1.4755 0.8763 0.1814 0.0 0.0 -0.2 0.22
H -0.0976 0.0967 2.3286 -0.5 -0.2 0.0 0.21
H 1.1567 1.0471 1.6326 0.0 -0.1 0.1 0.21
H -1.5068 2.4483 2.0297 0.1 -0.1 -0.1 0.21
H 0.1106 3.1188 1.8845 0.2 0.1 0.3 0.22
H -0.4269 2.1490 3.3367 0.4 0.6 0.4 0.23
H 2.0882 0.1180 -0.5666 -0.1 -0.1 -0.4 0.24
H 1.8520 -1.6300 -1.0035 0.0 0.2 -0.4 0.23
H 1.8878 -1.1466 0.6104 -0.3 0.2 0.3 0.26
```
Forces are in eV/Å.

Calculated values
Calculated total energy in Eh: -292.0544
ΔE to the lowest compared entry with this formula, charge and spin in kJ/mol: 20.5
Multiplicity: 2
Strongest force on any atom in eV Å⁻¹: 1.3
Total charge: +1


(3)
Molecular formula: C6H15N2
Method: DFT, the ωB97M-V functional and the def2-TZVPD basis

Structure (XYZ):
```
23
Properties=species:S:1:pos:R:3:forces:R:3:nbo_charge:R:1
C -0.1880 -2.3059 -0.3133 -0.1 -0.2 0.6 -0.28
N -0.3808 -0.9666 -0.8273 1.1 -0.6 -0.5 -0.25
C 0.6371 0.0029 -0.4891 -0.4 0.3 -0.5 -0.29
C 0.2979 1.3338 -1.1734 0.1 -0.2 -0.2 -0.45
C 1.1693 2.4609 -0.7128 -0.1 0.1 0.2 -0.17
C 0.7591 3.3918 0.1405 0.1 -0.2 -0.3 -0.39
C 0.4438 -2.4137 1.0812 0.3 -0.1 -0.4 -0.63
N -2.2096 -0.1285 0.7509 0.7 0.5 -0.8 -1.14
H -1.1789 -2.7622 -0.2548 0.0 0.0 -0.2 0.21
H 0.3918 -2.9151 -1.0167 0.1 0.2 -0.2 0.21
H -1.5375 -0.4829 -0.0355 -1.9 0.5 1.5 0.37
H 0.6421 0.1842 0.5915 0.2 -0.2 0.0 0.22
H 1.6203 -0.3464 -0.8260 0.1 -0.1 0.3 0.20
H 0.3944 1.1940 -2.2541 0.0 0.0 0.0 0.21
H -0.7517 1.5461 -0.9672 0.0 0.1 0.1 0.23
H 2.1903 2.5017 -1.0828 0.0 -0.1 0.0 0.19
H 1.4235 4.1819 0.4631 -0.1 0.0 0.1 0.20
H -0.2620 3.3728 0.5015 0.0 0.1 0.1 0.20
H -0.1430 -1.8413 1.7949 0.1 0.0 0.2 0.21
H 1.4790 -2.0687 1.0733 -0.1 0.2 0.1 0.21
H -3.1665 -0.0089 0.4636 0.0 -0.2 0.0 0.37
H 0.4861 -3.4544 1.4038 -0.2 0.0 0.0 0.22
H -2.1167 -0.4754 1.6889 0.0 -0.3 -0.1 0.36
```
Forces are in eV/Å.

Calculated values
Calculated total energy in Eh: -347.0095
ΔE to the lowest compared entry with this formula, charge and spin in kJ/mol: 117.7
Multiplicity: 2
Strongest force on any atom in eV Å⁻¹: 2.5
Total charge: 0


(4)
Molecular formula: C6H15N2
Method: DFT, the ωB97M-V functional and the def2-TZVPD basis

Structure (XYZ):
```
23
Properties=species:S:1:pos:R:3:forces:R:3:nbo_charge:R:1
C 1.5563 0.4210 -0.7009 0.1 0.1 -1.0 -0.65
C 1.5244 -0.9027 0.0131 -0.3 -0.4 1.0 0.03
C 1.3689 -0.9348 1.3638 0.4 -1.6 -1.7 -0.44
C 1.7788 -2.1284 -0.8443 0.3 0.4 -0.6 -0.65
H 2.6056 0.7524 -0.8325 -0.4 -0.2 -0.3 0.21
H 1.0883 1.1724 -0.0972 -0.3 0.4 0.4 0.21
H 0.9994 0.4394 -1.6917 0.9 -0.3 1.1 0.22
H 1.3329 -1.8957 1.9403 0.2 1.1 -0.6 0.20
H 1.3718 -0.0051 1.8802 -0.3 0.5 0.6 0.19
H 1.7969 -3.0355 -0.2528 0.2 -0.2 0.2 0.21
H 2.7568 -2.0055 -1.3909 -0.8 -0.2 0.6 0.21
H 1.0311 -2.2925 -1.6436 0.1 0.4 0.4 0.21
C -1.6053 2.4050 -0.6801 -1.3 -0.9 -0.2 -0.40
N -2.0062 -0.6792 1.3189 -0.7 -1.6 2.3 -0.84
C -1.9415 0.0923 0.2225 -1.1 -3.4 -4.6 0.02
N -1.6508 1.3540 0.3202 1.2 4.9 1.7 -0.63
H -0.5557 2.7068 -0.7845 -0.4 0.3 -0.6 0.19
H -2.2653 3.2402 -0.3193 0.8 -0.4 -0.6 0.20
H -2.0740 1.9998 -1.6394 0.9 0.7 1.1 0.21
H -1.6326 -0.3682 2.2160 0.1 -0.1 -0.7 0.37
H -1.9200 -1.6696 1.1487 0.2 0.2 0.3 0.39
H -2.1045 -0.3622 -0.8033 0.4 0.6 1.6 0.17
H -1.4552 1.6962 1.2569 0.0 -0.2 -0.3 0.37
```
Forces are in eV/Å.

Calculated values
Calculated total energy in Eh: -346.9924
ΔE to the lowest compared entry with this formula, charge and spin in kJ/mol: 162.5
Multiplicity: 2
Strongest force on any atom in eV Å⁻¹: 5.8
Total charge: 0


(5)
Molecular formula: C6H15N2
Method: DFT, the ωB97M-V functional and the def2-TZVPD basis

Structure (XYZ):
```
23
Properties=species:S:1:pos:R:3:forces:R:3:nbo_charge:R:1
N 1.3023 -0.3915 -3.2429 -2.2 1.2 3.2 -1.06
C -2.0752 2.0222 0.9591 -0.4 0.5 -0.3 -0.46
C -2.9785 2.9441 0.7776 -2.4 2.0 -2.0 -0.33
N 0.0424 0.0624 -0.2139 2.5 -2.1 1.9 0.24
C -0.3439 -1.3456 -0.1990 3.0 2.3 -0.9 -0.37
C 0.7683 -2.1302 0.4384 0.9 -1.0 0.3 -0.44
C 1.3546 -1.2282 1.5590 -0.5 -0.3 -0.2 -0.40
C 1.2870 0.1088 0.7019 -4.2 -0.6 2.4 -0.36
H 2.3008 -0.3185 -3.1522 0.3 0.4 -0.7 0.38
H 0.9057 0.2005 -2.3998 1.1 -1.4 -1.9 0.32
H 0.8548 0.1095 -4.0016 0.8 -0.1 -0.5 0.39
H -1.4158 1.7650 0.1699 0.8 -0.1 -0.4 0.19
H -2.0830 1.5849 1.8952 0.4 -1.5 1.6 0.19
H -3.8681 3.1002 1.5030 1.9 0.1 -1.3 0.23
H -2.9570 3.5098 -0.2571 -0.5 -1.0 2.3 0.21
H -1.2024 -1.4001 0.4163 -1.8 0.3 1.0 0.34
H -0.6519 -1.5975 -1.2032 -0.5 -0.1 -0.6 0.32
H 1.6501 -2.2166 -0.2373 -0.9 -0.2 -0.1 0.24
H 0.3768 -3.1425 0.6286 0.5 0.4 0.5 0.27
H 0.8334 -1.1603 2.5676 0.4 -0.1 -1.5 0.25
H 2.4178 -1.5321 1.7261 -0.9 0.5 0.0 0.26
H 1.2877 0.9898 1.3471 -0.3 0.5 -0.7 0.29
H 2.1940 0.0659 0.2172 1.9 0.3 -2.3 0.31
```
Forces are in eV/Å.

Calculated values
Calculated total energy in Eh: -346.6393
ΔE to the lowest compared entry with this formula, charge and spin in kJ/mol: 717.4
Strongest force on any atom in eV Å⁻¹: 4.8
Total charge: +1


(6)
Molecular formula: C6H15N2
Method: DFT, the ωB97M-V functional and the def2-TZVPD basis

Structure (XYZ):
```
23
Properties=species:S:1:pos:R:3:forces:R:3:nbo_charge:R:1
C -0.7257 -1.3571 -2.4508 -0.3 -0.1 0.1 -0.38
C 0.0236 -0.2758 -2.4337 0.2 0.0 -0.2 -0.04
N -0.1025 0.7319 -1.4161 -0.2 0.2 0.3 -0.65
C 1.1113 1.5479 -1.1921 -0.2 0.0 -0.3 -0.42
H -1.4775 -1.5363 -1.6932 -0.1 0.0 0.0 0.19
H -0.6489 -2.0926 -3.2341 0.1 0.0 -0.1 0.24
H 0.7776 -0.0877 -3.1853 0.1 0.0 -0.1 0.21
H -0.8782 1.3491 -1.6422 0.0 0.0 -0.1 0.40
H 1.0737 1.9561 -0.1850 0.1 0.1 0.0 0.21
H 1.9845 0.9172 -1.3095 0.1 -0.1 0.2 0.22
H 1.1850 2.3558 -1.9192 0.0 0.1 0.1 0.22
C 0.9726 0.2689 2.5237 0.0 0.2 -0.3 -0.62
C 0.3608 -0.8571 1.7141 -0.1 -0.4 -0.1 -0.24
C -1.9390 -0.4304 1.2730 -0.8 0.0 0.1 0.08
N -0.7533 -0.3637 0.8740 1.0 0.0 0.1 -0.41
H 1.4422 1.0031 1.8665 0.0 0.0 0.1 0.21
H 0.2008 0.7858 3.0934 0.1 -0.1 0.2 0.22
H 1.7420 -0.1199 3.1888 -0.1 0.0 0.0 0.25
H 1.0773 -1.3275 1.0416 0.1 0.1 -0.1 0.23
H -0.0242 -1.6613 2.3430 -0.1 0.1 0.1 0.22
H -2.7529 -0.0582 0.6605 0.1 0.1 -0.1 0.21
H -2.1810 -0.8738 2.2317 0.0 -0.1 0.1 0.21
H -0.4681 0.1255 -0.1493 -0.2 -0.1 0.0 0.44
```
Forces are in eV/Å.

Calculated values
Calculated total energy in Eh: -346.8362
ΔE to the lowest compared entry with this formula, charge and spin in kJ/mol: 200.5
Strongest force on any atom in eV Å⁻¹: 1.0
Total charge: +1


(7)
Molecular formula: C6H15N2
Method: DFT, the ωB97M-V functional and the def2-TZVPD basis

Structure (XYZ):
```
23
Properties=species:S:1:pos:R:3:forces:R:3:nbo_charge:R:1
C -1.3836 1.3445 -0.3400 -2.5 -4.0 -1.2 -0.35
C -0.4220 2.2675 -0.0412 1.9 2.1 1.3 -0.32
C 0.1361 0.7723 -0.3821 -2.2 0.4 1.9 0.05
C -0.4032 -0.2972 1.9682 2.6 2.3 1.3 -0.72
C 1.8254 -0.7330 0.6187 1.5 -1.0 0.8 -0.76
C 0.5092 -0.1274 0.7818 -1.2 3.2 -3.9 0.49
N -0.4194 -1.9016 -0.8476 -3.4 0.3 -3.6 -1.07
N 0.5302 0.7384 -1.7702 0.9 -0.4 1.5 -0.83
H -1.9728 0.9214 0.4878 0.1 0.3 -0.6 0.23
H -1.8259 1.1234 -1.3515 0.3 0.8 1.3 0.24
H -0.0973 3.0009 -0.7872 0.2 -0.4 0.5 0.27
H -0.4198 2.5643 1.0221 0.5 0.1 -0.7 0.24
H 0.1771 -0.8576 2.7438 -0.6 0.8 -0.3 0.26
H -1.1983 -0.9039 1.6981 -1.7 -1.1 -0.7 0.27
H -0.8189 0.7308 2.3550 0.9 -2.0 -0.6 0.27
H 2.4318 -0.6994 1.5461 -0.7 -0.3 0.0 0.28
H 1.6809 -1.7991 0.3484 0.3 0.5 0.3 0.29
H 2.5263 -0.2483 -0.0798 -0.8 -0.1 -0.3 0.26
H 0.2060 -2.0755 -1.6360 0.6 -0.3 0.5 0.37
H -1.3173 -1.7980 -1.5637 2.3 0.1 2.6 0.38
H -0.6424 -2.8067 -0.4747 0.2 -0.8 0.4 0.38
H 1.1473 -0.0590 -1.8514 -0.2 0.2 -1.1 0.39
H -0.2494 0.8432 -2.4446 1.0 -0.6 0.8 0.40
```
Forces are in eV/Å.

Calculated values
Calculated total energy in Eh: -346.7487
ΔE to the lowest compared entry with this formula, charge and spin in kJ/mol: 430.3
Strongest force on any atom in eV Å⁻¹: 5.2
Total charge: +1


(8)
Molecular formula: C6H15N2
Method: DFT, the ωB97M-V functional and the def2-TZVPD basis

Structure (XYZ):
```
23
Properties=species:S:1:pos:R:3:forces:R:3:nbo_charge:R:1
C -1.0783 -1.4115 -1.4234 -0.4 -1.8 0.5 -0.63
C -1.6150 -0.2593 -0.5830 -0.4 -1.9 0.0 -0.44
C -0.7684 0.1646 0.6295 -1.7 3.3 -2.4 -0.02
N 2.6183 0.9443 -0.5845 0.7 -0.7 0.6 -0.72
C 1.5643 0.2678 -0.1009 -0.5 0.0 -0.5 0.17
C 0.4060 0.8956 0.3118 1.0 -0.2 0.4 -0.12
C 0.3617 2.3874 0.3457 -0.1 1.6 0.3 -0.66
N -0.2531 -2.1438 1.4382 0.2 1.2 -1.2 -0.86
H -0.0162 -1.4423 -1.6558 0.0 0.6 -0.3 0.22
H -1.6874 -1.6898 -2.2835 0.1 0.9 -0.4 0.25
H -2.6068 -0.5308 -0.2120 0.1 -0.3 0.1 0.23
H -1.8611 0.5773 -1.2446 0.7 0.6 0.5 0.27
H -0.4485 -1.0354 1.1262 0.9 -3.5 1.5 0.27
H -1.4626 0.5817 1.3603 0.4 0.3 0.3 0.25
H 2.9292 1.7646 -0.0797 -0.3 0.5 -0.5 0.42
H 3.4001 0.3678 -0.8616 0.1 0.0 0.1 0.41
H 1.6703 -0.8076 0.0007 -0.2 -0.1 -0.4 0.23
H -0.0857 2.8648 -0.5371 -0.7 -0.8 -0.1 0.25
H -0.1880 2.7654 1.2092 0.0 0.0 0.0 0.25
H 1.2880 2.9644 0.2790 0.5 -0.7 0.7 0.23
H -1.2231 -2.3491 -0.8727 0.2 0.2 0.3 0.22
H -1.1424 -2.6328 1.3949 0.0 0.2 0.3 0.38
H 0.1990 -2.2436 2.3433 -0.4 0.6 0.2 0.39
```
Forces are in eV/Å.

Calculated values
Calculated total energy in Eh: -346.7342
ΔE to the lowest compared entry with this formula, charge and spin in kJ/mol: 468.3
Strongest force on any atom in eV Å⁻¹: 4.4
Total charge: +1


(9)
Molecular formula: C6H15N2O
Method: DFT, the ωB97M-V functional and the def2-TZVPD basis

Structure (XYZ):
```
24
Properties=species:S:1:pos:R:3:forces:R:3:nbo_charge:R:1
C -0.3864 1.6871 -1.3896 0.6 -2.3 1.2 0.72
C 0.9162 -1.3403 2.1658 -2.0 1.0 0.3 -0.18
C 0.3667 2.9273 -1.6212 -3.5 1.9 -0.8 -0.70
C -0.3978 -1.8464 2.7214 -1.1 0.9 -0.7 -0.66
C 1.1387 -0.0617 1.9816 0.8 0.8 -1.8 -0.42
C 0.0567 -1.7516 -1.8516 0.2 -2.6 1.9 -0.46
N -0.2811 -0.6575 -0.8993 -1.1 0.5 -3.1 -0.34
N -1.5985 1.5836 -0.9486 -3.0 -0.1 1.4 -0.73
O 0.3555 0.5747 -1.5236 -0.9 0.2 1.1 -0.35
H 1.7625 -1.8806 1.9182 1.1 -2.2 -0.3 0.21
H 0.5087 3.4826 -0.6752 0.0 -0.3 -0.5 0.28
H -0.2514 3.5662 -2.3846 1.2 -0.9 1.5 0.27
H 1.2429 2.6542 -2.0795 2.3 -0.3 -0.9 0.27
H -0.9645 -0.9629 3.2220 0.8 -1.5 -1.1 0.22
H -0.1032 -2.4799 3.5250 -0.4 -1.1 0.6 0.24
H -1.0990 -2.3894 1.9337 1.6 1.0 1.7 0.22
H 2.0139 0.2429 1.3835 -0.1 0.1 0.9 0.20
H 0.3737 0.6554 2.1136 -0.7 0.9 0.4 0.18
H 0.2090 -0.7902 -0.0474 1.0 0.3 1.1 0.40
H -0.7174 -2.6463 -1.6993 1.5 2.1 -0.2 0.24
H -0.0127 -1.4084 -2.8719 0.1 0.1 -0.1 0.24
H 1.0996 -2.1960 -1.5828 -1.7 0.9 -0.9 0.21
H -2.0367 0.5891 -0.7111 1.7 2.6 -0.8 0.49
H -2.1953 2.4479 -0.6791 1.6 -2.0 -0.9 0.45
```
Forces are in eV/Å.

Calculated values
Calculated total energy in Eh: -421.9980
ΔE to the lowest compared entry with this formula, charge and spin in kJ/mol: 319.3
Strongest force on any atom in eV Å⁻¹: 4.0
Total charge: +1


(10)
Molecular formula: C6H15N2O2
Method: DFT, the ωB97M-V functional and the def2-TZVPD basis

Structure (XYZ):
```
25
Properties=species:S:1:pos:R:3:forces:R:3:nbo_charge:R:1
C 2.2686 -0.7295 -0.9238 1.5 -2.0 -2.2 -0.71
C -1.4339 1.5619 1.9018 -0.4 -0.9 -1.2 -0.68
C -0.7335 -0.8414 -1.6846 -1.7 0.0 3.8 -0.40
C -0.9917 -1.7175 0.6307 -0.6 2.0 3.6 -0.43
C 1.1701 -1.0466 -0.0299 -0.7 1.6 -0.4 0.31
C -0.8976 1.8095 0.5517 1.5 -0.3 -1.3 0.10
N 0.3533 1.5625 0.2293 -0.5 -0.5 0.4 0.29
N -0.0663 -1.2297 -0.3421 -0.3 0.2 -1.8 -0.34
O 0.7750 2.2015 -0.9523 -0.3 -0.6 0.6 -0.51
O 1.2295 0.7566 0.8055 -1.7 3.1 0.0 -0.53
H 2.8476 0.1845 -0.7073 -0.8 -0.2 -0.4 0.27
H 3.0405 -1.4738 -0.5564 -0.6 0.3 -1.1 0.28
H 1.9634 -0.9477 -2.0394 1.1 0.7 2.1 0.24
H -0.7638 0.8710 2.3713 0.4 0.1 0.9 0.25
H -1.4489 2.5786 2.2335 -0.1 0.5 1.3 0.27
H -2.4579 1.1493 1.9373 0.4 0.3 -0.3 0.25
H -0.1502 -0.2487 -2.2922 1.3 1.7 -0.8 0.22
H -0.7552 -1.7696 -2.1015 -0.8 -2.5 -1.8 0.22
H -1.8080 -0.4292 -1.5015 2.2 -0.7 -0.2 0.24
H -1.6774 -2.4827 0.2713 0.4 -0.2 0.1 0.24
H -0.4895 -1.8925 1.7072 -0.9 -0.3 -2.8 0.24
H -1.5996 -0.7959 0.8779 0.0 -1.2 -0.2 0.20
H 1.6302 1.7871 -1.1323 0.1 0.0 0.0 0.49
H 1.4355 -1.2251 0.9622 0.3 -1.2 1.3 0.23
H -1.4403 2.3673 -0.2164 0.3 0.0 0.4 0.24
```
Forces are in eV/Å.

Calculated values
Calculated total energy in Eh: -497.1706
ΔE to the lowest compared entry with this formula, charge and spin in kJ/mol: 677.1
Strongest force on any atom in eV Å⁻¹: 4.2
Total charge: +1